{"formula": "C44H123N11O21", "method": "the ωB97M-V functional and the def2-TZVPD basis", "elements": ["C", "O", "N", "N", "H", "H", "H", "H", "C", "O", "N", "N", "H", "H", "H", "H", "C", "O", "C", "C", "N", "C", "C", "O", "C", "H", "H", "H", "H", "H", "H", "H", "H", "H", "H", "H", "H", "H", "H", "H", "C", "O", "C", "C", "N", "C", "C", "O", "C", "H", "H", "H", "H", "H", "H", "H", "H", "H", "H", "H", "H", "H", "H", "H", "C", "O", "C", "C", "N", "C", "C", "O", "C", "H", "H", "H", "H", "H", "H", "H", "H", "H", "H", "H", "H", "H", "H", "H", "C", "O", "C", "C", "N", "C", "C", "O", "C", "H", "H", "H", "H", "H", "H", "H", "H", "H", "H", "H", "H", "H", "H", "H", "C", "O", "C", "C", "N", "C", "C", "O", "C", "H", "H", "H", "H", "H", "H", "H", "H", "H", "H", "H", "H", "H", "H", "H", "C", "O", "C", "C", "N", "C", "C", "O", "C", "H", "H", "H", "H", "H", "H", "H", "H", "H", "H", "H", "H", "H", "H", "H", "C", "O", "C", "C", "N", "C", "C", "O", "C", "H", "H", "H", "H", "H", "H", "H", "H", "H", "H", "H", "H", "H", "H", "H", "O", "H", "H", "O", "H", "H", "O", "H", "H", "O", "H", "H", "O", "H", "H"], "xyz": [[3.763, -4.269, 5.255], [4.639, -4.297, 6.101], [3.345, -3.144, 4.750], [2.926, -5.216, 4.953], [2.606, -3.150, 4.061], [3.691, -2.285, 5.151], [2.085, -5.059, 4.416], [3.065, -6.140, 5.336], [1.840, -0.637, -9.165], [2.380, 0.001, -8.299], [2.384, -1.025, -10.299], [0.529, -0.802, -9.202], [1.790, -1.452, -10.995], [3.291, -0.717, -10.619], [-0.028, -1.077, -9.999], [0.054, -0.486, -8.368], [-8.613, -2.194, -5.753], [-7.541, -2.992, -6.355], [-6.453, -2.154, -6.808], [-5.361, -3.001, -7.348], [-5.700, -3.791, -8.593], [-5.701, -2.758, -9.624], [-6.073, -3.321, -11.059], [-7.474, -3.728, -11.062], [-8.017, -3.894, -12.359], [-8.347, -1.726, -4.805], [-9.430, -2.903, -5.616], [-9.008, -1.458, -6.453], [-5.978, -1.645, -5.970], [-6.750, -1.340, -7.469], [-4.984, -3.735, -6.636], [-4.497, -2.378, -7.576], [-6.652, -4.124, -8.537], [-4.727, -2.289, -9.767], [-6.391, -1.937, -9.433], [-5.489, -4.211, -11.296], [-5.773, -2.528, -11.743], [-9.046, -4.253, -12.398], [-7.352, -4.573, -12.891], [-7.965, -3.000, -12.980], [-6.392, 4.960, 1.005], [-7.673, 5.321, 1.450], [-7.732, 6.610, 1.969], [-9.241, 7.025, 2.095], [-9.854, 7.384, 0.813], [-11.288, 7.631, 0.992], [-11.608, 9.094, 1.280], [-10.872, 9.870, 0.355], [-11.294, 11.211, 0.287], [-5.591, 5.084, 1.734], [-5.993, 5.530, 0.167], [-6.378, 3.922, 0.674], [-7.238, 7.372, 1.368], [-7.094, 6.780, 2.837], [-9.385, 7.830, 2.815], [-9.734, 6.228, 2.652], [-9.538, 8.328, 0.640], [-11.738, 6.950, 1.714], [-11.743, 7.468, 0.015], [-11.428, 9.333, 2.328], [-12.651, 9.367, 1.124], [-12.337, 11.211, -0.031], [-10.739, 11.653, -0.540], [-11.279, 11.763, 1.227], [7.769, 2.499, -1.394], [6.390, 2.612, -1.137], [5.622, 1.451, -1.679], [4.191, 1.507, -1.065], [3.374, 2.596, -1.622], [3.164, 2.533, -3.116], [2.430, 3.810, -3.520], [1.087, 3.759, -3.068], [0.263, 4.925, -3.269], [7.985, 2.168, -2.410], [8.240, 1.866, -0.641], [8.150, 3.516, -1.301], [6.175, 0.566, -1.364], [5.674, 1.457, -2.768], [4.223, 1.505, 0.025], [3.764, 0.530, -1.293], [2.463, 2.752, -1.215], [2.569, 1.667, -3.404], [4.165, 2.581, -3.546], [2.472, 3.816, -4.609], [2.825, 4.728, -3.083], [-0.805, 4.710, -3.285], [0.533, 5.466, -4.176], [0.330, 5.647, -2.454], [11.370, -4.303, 5.564], [10.738, -3.032, 5.517], [9.515, -3.090, 4.889], [8.865, -1.803, 4.622], [8.299, -1.219, 5.801], [7.965, 0.178, 5.650], [7.263, 0.834, 6.841], [5.911, 0.290, 6.864], [4.780, 1.078, 7.303], [10.693, -5.104, 5.859], [12.119, -4.406, 6.349], [11.717, -4.536, 4.557], [8.902, -3.795, 5.451], [9.589, -3.632, 3.946], [8.218, -1.848, 3.746], [9.640, -1.142, 4.234], [7.498, -1.803, 5.995], [7.298, 0.275, 4.793], [8.949, 0.590, 5.429], [7.384, 1.914, 6.755], [7.696, 0.620, 7.818], [3.801, 0.600, 7.296], [4.741, 1.978, 6.690], [4.978, 1.295, 8.353], [-4.712, 5.929, 8.993], [-3.854, 5.307, 8.105], [-4.012, 3.878, 7.805], [-3.670, 2.921, 8.919], [-2.210, 3.028, 9.197], [-1.843, 2.237, 10.405], [-2.180, 0.700, 10.457], [-1.818, -0.055, 9.304], [-2.294, -1.425, 9.275], [-5.649, 5.387, 9.126], [-4.906, 6.956, 8.685], [-4.321, 5.906, 10.010], [-3.366, 3.768, 6.934], [-4.984, 3.666, 7.359], [-3.915, 1.895, 8.644], [-4.259, 3.197, 9.794], [-1.636, 2.708, 8.431], [-2.176, 2.804, 11.274], [-0.776, 2.161, 10.611], [-3.230, 0.560, 10.713], [-1.622, 0.233, 11.268], [-2.117, -1.895, 8.307], [-3.375, -1.531, 9.370], [-1.685, -2.035, 9.941], [9.989, -4.320, -2.829], [8.686, -3.962, -3.285], [7.794, -5.070, -3.342], [6.431, -4.653, -3.902], [6.347, -4.036, -5.268], [7.031, -4.775, -6.307], [6.411, -6.185, -6.522], [5.117, -6.182, -7.007], [5.041, -5.793, -8.447], [9.928, -4.462, -1.750], [10.568, -3.414, -3.012], [10.273, -5.200, -3.405], [7.740, -5.583, -2.381], [8.279, -5.740, -4.051], [5.901, -4.003, -3.206], [5.908, -5.608, -3.958], [5.377, -4.091, -5.545], [8.091, -4.824, -6.054], [7.049, -4.221, -7.246], [6.341, -6.775, -5.609], [7.148, -6.706, -7.133], [5.314, -4.758, -8.653], [3.969, -5.789, -8.646], [5.553, -6.465, -9.135], [0.179, 2.529, 1.796], [0.028, 1.143, 1.399], [-0.279, 0.261, 2.416], [-0.737, -1.172, 1.923], [0.281, -1.847, 1.133], [-0.154, -3.137, 0.611], [0.928, -3.674, -0.432], [1.222, -2.778, -1.515], [0.198, -2.478, -2.458], [0.595, 3.112, 0.975], [0.943, 2.551, 2.573], [-0.732, 3.013, 2.149], [-1.062, 0.710, 3.027], [0.607, 0.159, 3.043], [-1.631, -1.017, 1.318], [-1.114, -1.815, 2.718], [0.487, -1.169, 0.413], [-1.032, -2.905, 0.008], [-0.482, -3.864, 1.354], [0.546, -4.648, -0.737], [1.884, -3.838, 0.064], [-0.826, -2.554, -2.093], [0.353, -2.921, -3.442], [0.287, -1.413, -2.671], [5.183, 5.869, -0.818], [5.967, 5.330, -0.924], [4.467, 5.238, -0.737], [-2.273, 1.394, -5.921], [-3.165, 1.743, -5.919], [-1.766, 2.029, -5.415], [-4.789, -5.292, 5.272], [-5.027, -4.368, 5.349], [-5.626, -5.757, 5.289], [-2.564, -8.682, 3.599], [-3.112, -7.939, 3.854], [-2.686, -9.322, 4.300], [-5.639, -1.158, 5.860], [-6.214, -0.673, 5.267], [-6.119, -1.190, 6.687]], "atomic_forces_ev_per_a": [[0.8, 1.1, 2.8], [1.1, -0.9, 0.0], [-0.6, 4.0, -2.0], [-1.8, -4.7, -0.8], [0.3, 0.6, 0.2], [0.0, -0.2, -0.4], [0.4, -0.1, 0.2], [0.0, 0.2, -0.2], [-0.1, 2.0, -0.2], [1.1, 0.1, 1.4], [2.0, -1.5, -3.1], [-3.4, -0.6, 1.3], [0.4, 0.1, 0.1], [-0.2, -0.1, 0.5], [0.4, 0.0, 0.3], [-0.2, -0.1, -0.3], [0.3, -1.3, -1.0], [-0.2, 1.9, 0.1], [-0.3, -0.2, 1.4], [0.3, -2.0, -1.1], [0.8, 2.1, 0.3], [-0.8, -1.2, -2.6], [-0.5, -0.2, 1.8], [0.3, 1.1, 0.0], [1.3, -0.1, -0.6], [0.3, -0.1, 0.0], [0.1, 0.0, 0.3], [0.3, 0.3, -0.1], [-0.2, 0.2, 0.6], [-0.5, -0.2, -0.3], [-0.4, 0.2, 0.4], [0.0, 0.1, -0.1], [-0.2, -0.2, 0.3], [0.3, -0.3, 0.3], [-0.3, 0.1, 0.0], [0.2, -0.1, 0.1], [-0.7, 0.1, -0.5], [0.2, -0.1, 0.7], [-0.2, -0.6, -0.2], [-0.1, 0.6, 0.3], [0.8, -0.3, -0.4], [0.5, -0.3, -0.2], [-1.0, 1.7, -0.3], [1.3, -0.3, 1.0], [-0.1, -0.2, 1.1], [-0.6, 0.2, -1.2], [-0.3, 0.1, 0.2], [0.6, 0.1, 0.6], [-0.7, -0.4, -0.8], [-0.2, -0.1, 0.7], [-0.6, 0.5, -0.4], [-0.3, 0.0, 0.2], [-0.1, -0.1, -1.2], [-0.5, -0.7, 1.1], [0.6, 0.5, 0.2], [-0.3, -0.5, -0.7], [0.7, 0.0, -0.6], [0.0, 0.1, 0.0], [-0.2, -0.4, 0.0], [0.6, 0.4, 0.2], [-0.5, -0.6, 0.0], [-0.4, 0.1, -0.1], [0.2, 0.3, 0.5], [0.6, 0.0, 0.1], [-0.3, 0.7, 0.2], [-1.3, -1.2, -1.0], [0.6, 1.7, 1.8], [0.1, -0.4, -1.2], [0.6, 0.1, -1.1], [0.1, 1.4, 2.4], [-0.4, 0.0, -0.2], [-1.6, -0.1, 0.1], [0.8, 0.0, 0.1], [0.0, -0.3, -0.1], [0.2, -0.2, -0.1], [0.3, -0.1, 0.1], [-0.3, -0.3, 0.2], [-0.3, 0.2, 0.0], [0.2, 0.6, -0.1], [-0.3, -0.4, -0.2], [0.1, -0.5, 0.5], [0.2, -0.2, -0.3], [-0.3, -0.3, -0.4], [-0.2, 0.5, -0.3], [0.8, -0.1, -0.2], [0.2, -0.8, -0.3], [0.0, -0.1, -0.2], [0.6, 0.0, 0.3], [-0.7, -0.1, -0.1], [1.6, 0.2, 1.0], [-0.7, -2.4, -0.6], [1.0, 1.5, -0.4], [-0.5, -0.8, 0.8], [0.1, -0.6, 0.2], [-0.6, -0.6, 0.2], [-0.6, -0.2, -0.7], [2.0, 0.4, 0.4], [-0.7, 0.0, -0.2], [0.4, 0.9, -0.4], [0.5, -0.2, 0.1], [-0.7, 0.2, 0.4], [0.4, 0.0, -0.6], [-0.7, -0.4, 0.0], [0.4, 0.3, 0.2], [-0.4, 0.3, 0.5], [-0.1, 0.6, -0.3], [-0.2, 0.9, 0.0], [-0.8, 0.3, -0.4], [0.4, -0.4, -0.1], [0.5, -0.7, -0.6], [-0.2, 0.2, 0.2], [-0.2, 0.6, 0.1], [-0.6, -0.6, 1.0], [0.5, -1.5, -1.1], [0.0, 1.5, -0.6], [1.5, 0.4, -0.4], [-0.3, -0.8, 1.8], [0.8, -0.8, -0.8], [-0.7, -0.2, 0.5], [-0.6, -0.1, -0.9], [0.7, 0.6, -0.3], [-0.5, 0.0, -0.5], [0.1, -0.1, -0.1], [0.4, 0.4, 0.2], [0.5, -0.2, 0.2], [-0.6, 0.2, 0.5], [-0.4, -0.1, -0.2], [0.2, -0.1, 0.3], [-0.3, -0.1, -0.3], [-0.7, -0.5, 0.2], [0.4, 0.9, -0.8], [-0.4, -0.2, -0.3], [0.1, 0.4, 0.5], [0.4, 0.7, -0.4], [-0.1, 0.3, 0.8], [-0.5, 0.0, 0.6], [-1.6, 0.9, -0.3], [-0.5, 0.3, 0.3], [0.8, 1.2, -1.4], [-0.2, -0.4, -0.5], [0.5, 0.3, 0.7], [-0.1, -0.8, 0.5], [1.9, 0.3, 0.5], [-0.5, 0.8, -2.9], [-1.2, 0.1, 1.6], [0.4, -0.5, 0.1], [0.4, -0.4, -0.1], [0.7, -0.1, 0.3], [-0.4, 0.1, 0.2], [-0.2, -0.7, -0.1], [0.1, 0.0, 0.0], [-0.4, -0.2, 0.4], [-0.4, 0.3, 0.3], [0.1, -0.4, 0.1], [-0.4, 0.1, 0.0], [0.2, 0.3, 0.3], [-0.2, -0.5, -0.6], [0.6, 0.0, 0.4], [0.0, -0.4, -0.1], [0.2, -0.2, 0.4], [0.8, -1.2, 0.1], [-0.2, 1.3, -1.8], [-0.3, -1.3, 1.1], [0.0, 1.3, -0.3], [0.3, 0.2, 1.6], [1.0, 1.4, -2.4], [-1.0, 0.3, 1.0], [-0.6, -0.6, 0.6], [0.2, 1.2, 0.1], [-0.3, -0.4, -0.3], [-0.1, 0.2, 0.4], [-0.2, -0.3, 0.0], [-0.4, -0.3, 0.3], [0.2, -0.3, 0.3], [-0.4, 0.2, -0.4], [0.5, 0.2, 0.5], [0.4, -0.5, -0.6], [-0.6, -0.5, -0.2], [0.6, 0.1, 0.2], [0.1, -0.1, -0.6], [0.0, 0.1, 0.0], [0.0, -0.7, 0.1], [-0.1, -0.7, 0.3], [0.2, 0.2, 0.1], [0.0, 0.5, 0.0], [0.1, -0.3, 0.0], [-0.1, -0.4, -0.1], [0.0, -0.2, -0.1], [-0.2, 0.1, 0.0], [0.2, 0.1, 0.1], [0.2, -0.2, 0.0], [0.0, 0.4, 0.0], [-0.2, -0.1, 0.0], [0.1, 0.0, -0.2], [-0.1, 0.3, 0.1], [0.0, -0.2, 0.2], [0.2, -0.2, 0.0], [-0.1, 0.1, -0.2], [-0.1, 0.0, 0.2]], "lowdin_charge": [-0.7898, 0.0281, 0.1546, 0.1565, 0.1032, 0.1185, 0.1082, 0.1191, -0.7771, 0.0462, 0.1515, 0.1454, 0.1003, 0.1166, 0.1040, 0.1131, -0.0830, -0.1818, -0.2479, -0.2062, -0.0265, -0.2316, -0.1781, -0.2004, -0.1261, 0.0824, 0.0821, 0.0800, 0.1187, 0.1111, 0.1173, 0.1132, 0.0969, 0.1103, 0.1030, 0.1150, 0.1093, 0.0865, 0.0784, 0.0777, -0.1290, -0.1602, -0.2395, -0.1975, -0.0393, -0.2022, -0.2317, -0.2064, -0.1039, 0.0815, 0.0835, 0.0867, 0.1113, 0.1149, 0.1070, 0.1120, 0.0849, 0.1189, 0.1112, 0.1171, 0.1152, 0.0810, 0.0939, 0.0906, -0.1351, -0.2215, -0.1545, -0.1875, -0.0580, -0.1604, -0.2253, -0.2085, -0.0949, 0.0857, 0.0855, 0.0818, 0.1136, 0.1039, 0.1158, 0.1024, 0.0892, 0.1218, 0.1077, 0.1190, 0.1224, 0.0764, 0.0830, 0.0782, -0.1053, -0.1602, -0.2926, -0.2450, -0.0582, -0.2119, -0.1819, -0.2242, -0.0878, 0.0796, 0.0867, 0.0874, 0.1266, 0.1185, 0.1221, 0.1240, 0.1161, 0.1169, 0.1208, 0.1126, 0.1175, 0.0773, 0.0810, 0.0786, -0.1505, -0.1897, -0.1898, -0.2027, -0.0431, -0.1835, -0.2332, -0.2037, -0.0886, 0.0805, 0.0871, 0.0792, 0.1184, 0.1139, 0.1113, 0.1188, 0.1035, 0.1108, 0.1037, 0.1024, 0.1120, 0.0792, 0.0810, 0.0843, -0.0936, -0.2129, -0.2291, -0.1721, -0.0521, -0.2113, -0.2704, -0.1762, -0.0524, 0.0843, 0.0892, 0.0846, 0.1240, 0.1004, 0.1171, 0.0966, 0.0953, 0.1084, 0.1057, 0.1112, 0.1135, 0.0742, 0.0811, 0.0845, -0.0708, -0.2024, -0.2399, -0.1984, -0.0768, -0.1946, -0.1817, -0.1930, -0.1041, 0.0788, 0.0843, 0.0846, 0.1130, 0.1141, 0.1056, 0.1126, 0.1023, 0.0878, 0.1162, 0.1093, 0.1130, 0.0785, 0.0837, 0.0802, -0.0603, 0.0114, 0.0096, -0.0523, 0.0268, 0.0244, -0.0531, 0.0208, 0.0288, -0.0528, 0.0213, 0.0282, -0.0526, 0.0306, 0.0275], "gap_ev": 8.25, "fmax_ev_per_a": 5.10}